Record 1
22
Properties=species:S:1:pos:R:3:lowdin_charge:R:1 method="wB97M-V/def2-TZVPD" total_charge=0 energy_ha=-478.68372 orbital_gap_ev="9.68 / 9.68" lumo_energy_ev="0.18 / 0.18"
O 0.26153 0.22293 1.11364 -0.164
O -1.10334 -0.63890 2.71745 0.070
O -0.66169 0.60063 -1.53854 -0.296
N -1.90305 -0.08035 0.63096 0.184
C -0.99020 -0.21198 1.59149 -0.623
C 0.87697 -0.56657 -1.07872 0.032
C -0.43830 1.97854 -1.55253 -0.195
C 1.30609 0.23582 2.08966 -0.060
C 0.27160 -1.91534 -1.05407 -0.092
H -1.58232 0.26965 -0.34405 0.070
H 1.05761 -0.13828 -2.05995 0.089
H 0.52365 2.24613 -2.02884 0.078
H 0.97332 -2.58693 -1.56668 0.097
H -2.81857 -0.44291 0.83671 0.114
H -1.22816 2.48165 -2.12278 0.083
H 1.00941 0.84022 2.94787 0.096
H 0.10307 -2.29314 -0.04791 0.080
H 2.16759 0.68739 1.60022 0.087
H 1.53378 -0.77673 2.43160 0.096
H 1.74769 -0.40000 -0.45373 0.091
H -0.42432 2.40789 -0.53608 0.077
H -0.68238 -1.91974 -1.57574 0.086

=====

Record 2
33
Properties=species:S:1:pos:R:3:lowdin_charge:R:1 method="wB97M-V/def2-TZVPD" total_charge=-2 energy_ha=-798.31103 orbital_gap_ev="3.93 / 3.93" lumo_energy_ev="5.68 / 5.68"
Mg 0.93691 -0.12082 -0.73309 0.179
N 1.60408 -0.19876 0.85290 -0.217
C 2.25482 -1.74409 -1.88605 -0.220
C -1.06211 0.76781 -0.39736 -0.180
C -2.65103 -0.07243 3.52455 -0.180
C 0.33060 -1.01778 -2.93339 -0.222
C 1.95253 1.90071 -1.49560 -0.236
C 1.74906 -0.88791 -2.90368 -0.233
C -0.95804 0.93761 2.11873 -0.082
C -3.31578 -0.53931 2.38730 -0.155
C -1.61598 0.46837 0.96962 -0.322
C 2.21928 1.93890 -0.14711 -0.198
C 1.14597 -2.39992 -1.27643 -0.220
C -2.80196 -0.27050 1.11393 -0.089
C -1.47313 0.66597 3.39013 -0.130
C -0.04113 -1.95365 -1.92849 -0.224
H -4.22986 -1.10854 2.49302 0.066
H 2.15928 -0.30433 1.71063 -0.184
H 2.73727 1.64226 -2.21256 0.017
H 3.21712 1.71615 0.24107 0.039
H -0.34880 -0.48262 -3.59978 0.081
H 1.01582 2.30956 -1.89013 0.027
H -3.33061 -0.63866 0.24366 0.084
H -3.04980 -0.28064 4.50926 0.059
H -0.05020 1.51730 2.03813 0.074
H -1.05851 -2.25665 -1.67719 0.085
H -1.72393 0.36445 -1.19200 0.011
H 3.30172 -1.86090 -1.60071 0.081
H 1.50759 2.37731 0.55702 0.032
H -1.00138 1.86789 -0.53143 0.024
H 1.19597 -3.10969 -0.44991 0.082
H 2.34445 -0.25731 -3.56620 0.076
H -0.96021 1.03021 4.27118 0.074

=====

Record 3
76
Properties=species:S:1:pos:R:3:lowdin_charge:R:1 method="wB97M-V/def2-TZVPD" total_charge=-1 energy_ha=-5062.79148 orbital_gap_ev=5.21 lumo_energy_ev=1.92
Cl 1.27721 0.74572 -0.00994 0.096
S 4.44069 3.15548 -3.51693 0.721
S -3.07273 -2.02093 -5.33036 0.638
S -1.81555 -1.32646 4.79638 0.639
S 4.58854 2.31961 1.79258 0.642
S -4.03742 -6.96429 3.55564 0.643
P 1.57310 2.81576 -0.41236 0.657
O 4.22597 4.42087 -4.15073 -0.233
O -1.26086 -1.22083 6.11158 -0.237
O -1.36533 -0.02182 3.94802 -0.184
O -3.20811 -1.56453 4.55570 -0.243
O -3.73116 -6.77735 2.17150 -0.228
O -3.20107 -0.59989 -5.36811 -0.222
O 3.90812 3.45470 1.26773 -0.244
O 5.57507 2.81569 2.99003 -0.195
O 6.03995 2.82142 -3.56691 -0.206
O 5.30959 1.39698 0.96769 -0.224
O -5.60357 -6.60409 3.77977 -0.194
O 3.28311 3.01899 -0.61310 -0.546
O -1.54074 -2.41183 -5.69377 -0.193
O -3.04909 -2.49256 -3.77776 -0.197
O -3.94075 -2.89984 -6.05227 -0.234
O -3.74175 -8.17300 4.25846 -0.231
O 3.95533 1.97484 -4.53486 -0.195
O -0.95413 -2.42487 3.97114 -0.200
O -3.41144 -5.72106 4.38802 -0.189
O 3.94310 2.84550 -2.17629 -0.307
O 3.54575 1.48334 2.71510 -0.208
C 4.92339 2.61345 4.24183 -0.183
C -0.22356 -0.35273 3.15392 -0.177
C -4.43447 -4.75010 4.61412 -0.177
C -3.41302 1.31960 -1.93893 -0.087
C 5.09349 1.36953 -5.14412 -0.192
C -5.71942 -5.55305 4.73951 -0.172
C -2.70193 3.97036 -0.40948 -0.050
C -0.47665 4.33949 -1.93631 -0.250
C 6.22747 1.52896 -4.13907 -0.193
C -1.89866 -3.30686 -3.55533 -0.174
C -0.83931 -2.75869 -4.49864 -0.170
C -0.40158 -1.81873 2.80014 -0.166
C -4.33761 1.79291 -0.76744 -0.108
C 4.05785 1.37807 4.04223 -0.181
C -1.78496 3.47907 -1.56898 -0.170
C -2.17535 2.16238 -2.33264 -0.032
C -3.94811 3.12673 -0.03573 -0.109
B 0.80023 3.32022 -2.12242 -0.722
H -3.60303 0.35464 -2.55725 0.073
H -1.11640 -1.94350 1.98205 0.136
H 0.54180 -2.29586 2.53241 0.137
H -5.80707 -6.00585 5.73139 0.131
H -0.21636 5.02797 -1.03585 0.079
H -4.62757 3.51873 0.80579 0.068
H 6.15003 0.78927 -3.33601 0.128
H -6.60458 -4.94845 4.53814 0.136
H -1.49584 1.80419 -3.17627 0.081
H 4.31026 3.49551 4.45012 0.132
H -0.38342 -1.85003 -4.09522 0.138
H -4.22010 -4.16546 5.50868 0.135
H -2.16005 -4.33817 -3.81132 0.130
H 4.65569 0.46381 4.10519 0.129
H 4.88929 0.32228 -5.37320 0.128
H 5.31103 1.90880 -6.07123 0.126
H 3.67522 2.11432 -0.51399 0.033
H -5.26752 1.17830 -0.49746 0.066
H 0.66970 -0.19998 3.76705 0.129
H -0.64338 5.05284 -2.82492 0.095
H -0.05951 -3.49062 -4.71318 0.133
H -2.50047 4.92180 0.18212 0.084
H 1.59939 3.87811 -2.82743 0.023
H -4.46750 -4.08577 3.74600 0.133
H -0.16952 0.28428 2.27059 0.083
H 7.21026 1.45478 -4.60662 0.126
H 3.23987 1.32653 4.76243 0.131
H 5.65495 2.48406 5.04015 0.130
H 0.54503 2.29752 -2.67991 0.000
H -1.58984 -3.26024 -2.51086 0.137

=====

Record 4
15
Properties=species:S:1:pos:R:3:lowdin_charge:R:1 method="wB97M-V/def2-TZVPD" total_charge=0 energy_ha=-345.65160 orbital_gap_ev=8.78 lumo_energy_ev=0.87
O 0.73803 -1.83926 -1.00423 0.010
O 1.36280 -0.39894 1.29114 -0.093
C -0.08581 -0.50130 1.33735 -0.091
C -1.31664 1.22494 -0.30677 -0.016
C -0.23011 0.25019 0.01903 -0.417
C 0.46905 -0.49310 -1.01210 -0.227
C 1.25159 0.51245 0.18544 -0.069
H -2.26618 0.68906 -0.39460 0.088
H -0.49540 0.04334 2.19222 0.131
H 1.18737 -2.05274 -0.17167 0.099
H -1.41157 1.99705 0.46013 0.085
H -0.42741 -1.54422 1.34839 0.130
H 1.93713 0.50951 -0.63767 0.122
H 0.40952 -0.11540 -2.04110 0.159
H -1.12237 1.71842 -1.26555 0.087

=====

Record 5
87
Properties=species:S:1:pos:R:3:mulliken_spin:R:1 method="wB97M-V/def2-TZVPD" s2=0.782 total_charge=0 multiplicity=2 energy_ha=-2681.80680 orbital_gap_ev="6.83 / 3.91" lumo_energy_ev="0.21 / -2.71"
Ba 0.20811 -0.68655 -1.04713 -0.009
S 3.60034 -1.60845 -1.35038 0.000
O 1.77338 -0.59468 -3.25218 0.001
O -1.26913 -3.23366 -0.47391 0.001
N 0.29293 -3.35692 -2.10858 -0.002
N 1.74749 -0.76062 2.30953 0.000
N -1.43727 2.25685 -1.52181 0.276
N 2.78743 0.17150 -3.08295 0.000
N 1.51036 -1.72538 1.39034 0.000
N -0.73775 -5.30503 -1.20991 0.000
N 1.57418 1.38995 0.42566 -0.001
N -1.78123 -0.06106 -3.00691 -0.060
N 1.21834 1.60852 1.71742 0.001
N -1.32492 0.06211 1.10359 0.001
N -0.69833 -0.03030 2.30100 0.000
N 0.81663 0.76003 4.07857 0.000
N 0.13662 1.85114 4.49961 0.000
N 1.78719 -3.49162 -3.79816 0.000
C -3.45020 -0.54546 -4.47830 0.180
C 0.73622 0.61040 6.28203 0.000
C 0.09471 1.77017 5.81638 0.000
C 3.01107 -0.84819 2.75960 0.000
C 1.17691 -0.00388 5.13388 0.000
C 4.91558 1.89944 -2.71773 0.000
C -3.06248 2.77687 2.50704 -0.004
C -2.25714 -0.95842 -3.86247 0.257
C -1.66016 -5.85861 -0.22961 0.000
C 4.85028 0.72258 -2.03287 0.000
C -2.10188 2.85388 1.51441 0.006
C 2.09610 3.50755 0.99038 0.000
C 2.62713 -2.43528 1.31194 0.000
C 0.97308 -4.12496 -2.92785 0.001
C -1.30282 3.52733 -0.77705 -0.038
C -2.75611 -0.76353 2.63295 -0.001
C -3.70387 0.69927 -3.97814 0.004
C -2.34057 3.55466 0.33780 0.021
C -2.66982 0.96478 -3.08361 0.218
C -4.53571 4.12226 1.17886 0.001
C 0.00708 -6.08624 -2.03207 0.000
C 3.76715 -0.18451 -2.20410 0.000
C -2.56193 -0.37680 1.30475 -0.001
C 1.52290 2.86497 2.07650 0.000
C 0.87902 -5.55262 -2.91406 0.000
C 3.86852 2.20741 -3.61059 0.000
C -3.56521 4.19342 0.18646 0.001
C 2.83215 1.34227 -3.76604 0.000
C 3.61325 -1.93592 2.16607 0.000
C -2.43484 2.16698 -2.31873 0.064
C 2.09577 2.53334 -0.00848 0.000
C -1.53763 -0.52487 3.22693 0.000
C -4.28573 3.41055 2.33782 0.003
C -0.60239 -3.91284 -1.23772 0.000
B 0.75896 0.39871 2.59174 0.000
H 1.46025 -6.17863 -3.57276 0.000
H -3.26899 -0.39322 0.48667 -0.001
H -0.30607 3.57366 -0.35123 0.000
H -3.65092 -1.14622 3.09258 0.000
H -1.42707 4.39415 -1.43622 0.009
H 5.61502 0.43912 -1.32358 0.000
H -4.01804 -1.11505 -5.19891 0.001
H 1.29757 3.21783 3.06639 0.000
H -1.22871 -0.65680 4.25266 0.000
H -5.48501 4.62840 1.04805 0.000
H 5.74622 2.57320 -2.56809 0.000
H 0.86246 0.27602 7.29758 0.000
H -1.35661 -5.56120 0.77277 0.000
H 2.46112 4.51875 0.93817 0.000
H -1.16370 2.34592 1.64613 0.006
H -2.66530 -5.48209 -0.40857 0.000
H -3.76350 4.76482 -0.71578 0.000
H -2.84962 2.20897 3.40656 0.000
H -0.14192 -7.15360 -1.94723 0.000
H -5.04395 3.35136 3.11000 0.000
H 3.39682 -0.13035 3.46643 0.000
H 1.98302 1.50010 -4.41539 0.000
H 2.47150 2.60246 -1.02044 0.000
H -1.74199 -1.90041 -4.02814 0.054
H 4.61815 -2.29832 2.29957 0.000
H 1.69915 -0.93850 5.00202 0.000
H -3.14310 2.99175 -2.45304 0.010
H 1.94991 -2.50948 -3.63122 0.000
H 2.69961 -3.26484 0.62499 0.000
H -4.52420 1.36481 -4.20099 0.000
H -0.39208 2.54727 6.38449 0.000
H 3.85796 3.12848 -4.17605 0.000
H -1.64488 -6.94178 -0.32253 0.000
H 2.49516 -4.01710 -4.27481 0.000

=====

Record 6
22
Properties=species:S:1:pos:R:3:lowdin_charge:R:1 method="wB97M-V/def2-TZVPD" total_charge=-1 energy_ha=-533.13417 orbital_gap_ev="6.49 / 6.49" lumo_energy_ev="3.70 / 3.70"
O 2.95844 2.66779 1.16709 -0.076
O 1.62742 1.60832 2.41403 -0.044
N 1.93838 1.99357 1.29344 -0.553
N 1.23535 1.78693 0.25333 0.063
C -0.92012 -0.77251 -1.13945 -0.344
C 0.01509 -1.91395 -0.55831 -0.210
C -0.01159 0.36279 -1.35282 -0.188
C 0.23196 0.91742 0.07027 -0.240
C -1.90280 -0.18150 -0.12560 -0.178
C 1.11408 -1.27025 0.35783 -0.051
C -1.11340 0.69761 0.85949 -0.121
H -0.85640 0.51085 1.90667 0.093
H 1.29854 -1.52098 1.45726 0.056
H -0.28077 1.17725 -1.98449 0.103
H -1.43935 -1.01811 -2.09957 0.136
H -0.58497 -2.58547 0.00821 0.071
H 1.00399 -0.00896 -1.66292 0.119
H -2.50442 -0.99655 0.24576 0.094
H -2.61281 0.34466 -0.72312 0.091
H -1.76329 1.57524 1.05663 0.095
H 1.99220 -0.92279 -0.15094 0.017
H 0.57445 -2.45135 -1.29279 0.069